# 1
ORCA calculation (ωB97M-V with the def2-TZVPD basis set) on C5H10O7PS3Ta as an isolated structure in a non-equilibrium geometry.

* HOMO level (spin up / spin down): -12.50 / -13.97 eV
* relative energy (zero: lowest compared OMol25 entry of this formula, charge and spin): 0.000 eV
* LUMO energy (spin up / spin down): -6.1 / -5.9 eV
* electronic energy: -63021.7137 eV
* 2S+1: 2
* HOMO-LUMO gap (spin up / spin down): 6.4 / 8.1 eV
* total charge: +1
* expectation value of S²: 0.754

Last column: Mulliken charge in e.
Element x y z (Å)
Ta 0.6010 0.6415 2.6063  0.5537
O 2.5271 0.8584 3.1821  -0.4308
S 1.9417 0.2902 4.4774  1.4265
O 2.7733 0.0393 5.5705  -0.5765
O 1.1812 -0.8774 3.8304  -0.4600
O 0.7761 1.2538 4.6128  -0.4498
C 1.2429 -1.8910 -3.3733  -1.0414
C 1.0390 -2.2762 -1.9293  -0.2495
O 1.3654 -1.1345 -1.0500  -0.2649
P 0.2990 -0.2134 -0.4177  1.0502
S 1.2555 1.4583 0.2860  -0.3429
S -0.5985 -1.0937 1.2444  -0.3494
O -0.7546 0.0183 -1.5484  -0.1952
C -2.1132 0.5472 -1.4117  -0.2849
C -2.1386 2.0212 -1.0779  -0.8418
H 1.0588 -2.7656 -3.9963  0.3647
H 2.2674 -1.5596 -3.5368  0.3196
H 0.5591 -1.0954 -3.6647  0.2794
H 1.7285 -3.0541 -1.6157  0.3536
H 0.0154 -2.5939 -1.7320  0.3143
H -2.6325 -0.0533 -0.6651  0.3395
H -2.5491 0.3658 -2.3896  0.2966
H -1.7663 2.1996 -0.0716  0.0560
H -3.1631 2.3865 -1.1356  0.4045
H -1.5279 2.5808 -1.7854  0.3014
O -2.1514 2.1992 3.0268  -0.1597
C -1.2361 1.7481 2.5646  0.5868

Cartesian forces (eV/Å) of the 6 atoms listed first:
Ta -0.4 -0.8 -3.7
O 1.0 0.4 -0.2
S 1.2 -0.5 1.8
O 0.0 0.0 0.0
O -0.1 -0.8 0.2
O -0.6 0.5 0.1

# 2
ORCA calculation (ωB97M-V with the def2-TZVPD basis set) on the molecule C15H11N3O5S in a non-equilibrium geometry.

* HOMO level: -9.05 eV
* relative energy (zero: lowest compared OMol25 entry of this formula, charge and spin): 0.303 eV
* LUMO energy: 0.1 eV
* electronic energy: -41274.2464 eV
* HOMO-LUMO gap: 9.2 eV
* total charge: 0

Last column: Mulliken charge in e.
Element x y z (Å)
C 5.6142 -4.2479 -1.6962  -1.1463
C 4.1447 -4.0121 -1.8876  0.8462
C 3.4499 -4.8088 -2.7631  -0.4608
C 2.1258 -4.5261 -3.0019  -0.2916
N 1.5914 -3.4257 -2.4465  -0.4227
C 2.3133 -2.6760 -1.6133  0.3545
S 1.6341 -1.1815 -0.9302  -0.1514
C -0.1080 -1.6500 -0.6630  -0.6186
C -0.9002 -0.4604 -0.1856  0.1547
C -1.1685 -0.2928 1.1624  -0.3850
C -1.9975 0.8292 1.5450  0.6236
O -2.2053 0.9564 2.7540  -0.6890
C -2.4220 1.8062 0.5137  0.1481
O -3.0307 3.0192 0.7941  -0.3071
C -2.3196 3.8846 1.5832  0.4214
O -1.0840 3.9754 1.5763  -0.5772
C -3.0999 4.8779 2.2806  0.3224
C -2.5206 5.7151 3.1944  0.0206
N -3.4846 6.5377 3.7320  -0.5630
C -4.6047 6.1697 3.1270  -0.0209
O -4.4511 5.1380 2.2410  -0.3621
C -2.0763 1.4988 -0.7884  -0.2270
O -1.3778 0.3727 -1.1957  -0.3091
N 3.5627 -2.9495 -1.2834  -0.5029
H 5.8666 -5.2296 -2.0094  0.3729
H 5.8658 -4.1384 -0.6435  0.3328
H 6.1929 -3.4997 -2.2584  0.2608
H 3.9076 -5.6598 -3.2526  0.3203
H 1.5373 -5.1697 -3.6458  0.4076
H -0.1469 -2.4838 0.0940  0.3546
H -0.5252 -2.0269 -1.5821  0.4316
H -0.8275 -0.9540 1.9679  0.4063
H -1.4739 5.7682 3.4846  0.4461
H -5.5748 6.6312 3.3392  0.3839
H -2.4073 2.2124 -1.5425  0.4263

Cartesian forces (eV/Å) of the 6 atoms listed first:
C -0.4 1.1 0.7
C 0.2 1.2 0.1
C -0.3 -0.9 -0.5
C 0.3 1.4 1.0
N -1.2 -0.3 -0.4
C 0.0 -1.2 -0.7

# 3
ORCA calculation (ωB97M-V with the def2-TZVPD basis set) on a 2-piece molecular cluster, C2H10N2 overall in a non-equilibrium geometry.

* HOMO level: -9.03 eV
* relative energy (zero: lowest compared OMol25 entry of this formula, charge and spin): 0.499 eV
* LUMO energy: 1.0 eV
* electronic energy: -5215.8525 eV
* HOMO-LUMO gap: 10.0 eV
* total charge: 0

Last column: Mulliken charge in e.
Element x y z (Å)
C -1.0759 -1.2430 -1.2721  -0.8454
N -0.2728 -0.1641 -0.7384  -0.3146
C -0.9147 0.4994 0.4114  -0.9523
H -0.8262 -2.1552 -0.7130  0.2645
H -2.1557 -1.0551 -1.2834  0.2940
H -0.7978 -1.4590 -2.3038  0.3310
H -0.1223 0.5346 -1.4577  0.2231
H -1.8970 0.8836 0.1188  0.3575
H -0.2358 1.2294 0.8334  0.3099
H -1.1159 -0.3482 1.0826  0.3190
N 2.5350 0.7251 1.5237  -0.7087
H 2.4622 1.7216 1.6761  0.2311
H 2.7823 0.5802 0.5448  0.2547
H 1.6346 0.2509 1.5776  0.2362

Cartesian forces (eV/Å) of the 6 atoms listed first:
C 0.4 -0.6 -0.2
N 0.2 1.0 -0.2
C -0.1 -1.8 -0.8
H -0.5 0.1 0.0
H -0.1 0.0 0.2
H 0.1 0.1 0.0

# 4
ORCA calculation (ωB97M-V with the def2-TZVPD basis set) on C23H16FN2NiO6PS5 as an isolated structure.

* HOMO level (spin up / spin down): -2.07 / -2.58 eV
* relative energy (zero: lowest compared OMol25 entry of this formula, charge and spin): 2.150 eV
* LUMO energy (spin up / spin down): 4.1 / 3.3 eV
* electronic energy: -146606.3797 eV
* 2S+1: 3
* HOMO-LUMO gap (spin up / spin down): 6.2 / 5.8 eV
* total charge: -2
* expectation value of S²: 2.035

Last column: Mulliken charge in e.
Element x y z (Å)
Ni -0.1235 -0.9430 1.7664  0.0774
S -6.1338 -1.1946 -3.3073  -0.3436
C -5.0284 -1.5733 -2.1345  0.0546
S -4.3104 -0.4080 -1.0926  -0.0632
C -3.2799 -1.4546 -0.1302  -0.1467
C -3.3945 -2.8284 -0.4331  0.0564
S -2.7428 -4.1167 0.3808  -0.2138
S -4.4410 -3.1545 -1.8313  -0.1085
S -2.3573 -0.6311 1.0332  -0.1436
O 3.3230 0.3978 3.9286  -0.7900
C 2.2976 0.3420 3.2370  0.2382
O 1.8158 -0.6663 2.6106  -0.5397
C 1.4845 1.6500 3.0801  -1.0034
P 0.0736 1.2957 1.9839  0.9339
C -0.9108 2.8575 2.0292  0.3527
C -2.2860 2.7918 2.2554  -0.0018
C -3.0526 3.9546 2.3168  -0.7108
C -2.4501 5.1936 2.1574  -0.3372
C -1.0785 5.2709 1.9260  -0.6649
C -0.3172 4.1107 1.8589  -0.1689
C 0.8068 1.4869 0.2997  0.6518
C -0.0508 1.7499 -0.7761  -0.5345
C 0.4323 1.7966 -2.0763  -0.6204
C 1.7833 1.5800 -2.3269  -0.5011
C 2.6440 1.3226 -1.2674  -0.4828
C 2.1609 1.2744 0.0372  -0.3736
H 2.1391 2.4329 2.7023  0.3143
H 1.1143 1.9567 4.0565  0.5492
H -2.7543 1.8163 2.3623  0.2607
H -4.1233 3.8875 2.4827  0.3815
H -3.0447 6.0995 2.2076  0.3540
H -0.6053 6.2366 1.7910  0.3704
H 0.7480 4.1756 1.6593  0.2693
H -1.1104 1.8928 -0.5893  0.3518
H -0.2523 1.9752 -2.9000  0.3930
H 2.1586 1.5920 -3.3466  0.3579
H 3.6974 1.1385 -1.4553  0.3896
H 2.8416 1.0472 0.8506  0.1554
F -1.0441 -1.9989 -3.2973  -0.3851
C 0.0766 -2.6181 -2.9040  0.3995
C 0.6334 -2.3452 -1.7200  0.1561
N 1.8077 -2.9273 -1.2915  0.0361
C 2.3139 -2.7291 0.0960  -0.3218
C 1.4412 -3.4299 1.1527  0.4802
O 1.8826 -4.4839 1.6268  -0.7539
O 0.3280 -2.8503 1.4293  -0.4621
C 2.4855 -3.8139 -2.1092  0.3666
O 3.5653 -4.3203 -1.8473  -0.6867
N 1.8460 -4.0878 -3.3077  -0.0388
C 0.6535 -3.5722 -3.8122  0.1808
O 0.2277 -3.9235 -4.8994  -0.6938
H 0.1676 -1.6491 -1.0441  0.5223
H 2.3408 -1.6686 0.3361  -0.0855
H 3.3026 -3.1584 0.1187  0.3105
H 2.2989 -4.7789 -3.8737  0.2117

Cartesian forces (eV/Å) of the 6 atoms listed first:
Ni 0.1 -0.3 0.3
S 0.0 0.0 0.0
C 0.1 0.0 0.0
S 0.0 0.0 0.0
C 0.0 0.0 0.1
C 0.0 0.1 0.0

# 5
ORCA calculation (ωB97M-V with the def2-TZVPD basis set) on C4H6ORb as an isolated structure in a non-equilibrium geometry.

* HOMO level (spin up / spin down): -4.86 / -4.88 eV
* LUMO energy (spin up / spin down): -1.7 / -1.7 eV
* electronic energy: -6943.6347 eV
* 2S+1: 2
* HOMO-LUMO gap (spin up / spin down): 3.2 / 3.2 eV
* total charge: 0
* expectation value of S²: 0.754

Last column: Mulliken charge in e.
Element x y z (Å)
C -3.8278 0.9528 -0.0736  -0.1901
C -2.4131 0.4754 -0.2150  -0.2807
C -1.3381 1.1992 0.1880  -0.3247
O -0.0812 0.8510 0.1352  -0.8108
H -3.8361 1.8802 0.5369  0.2330
H -2.2467 -0.5225 -0.6396  0.3094
H -1.5416 2.2091 0.6002  0.2475
Rb 3.3385 -0.8104 -0.4170  0.9509
C -4.7791 -0.0485 0.4893  -0.9632
H -4.4237 -0.7913 1.2080  0.3608
H -5.8586 0.0803 0.3782  0.3255
H -4.3118 1.1560 -1.0714  0.1423

Cartesian forces (eV/Å) of the 6 atoms listed first:
C -0.6 -0.3 -0.8
C -0.1 -0.2 0.1
C 1.0 -0.5 -0.1
O 0.0 0.1 0.0
H -0.1 -0.1 -0.4
H -0.1 0.3 0.1